Record 1
{"formula": "C36H61ClNO6PSeV", "method": "ωB97M-V/def2-TZVPD", "species": ["V", "C", "C", "C", "C", "C", "C", "C", "Se", "C", "C", "C", "C", "C", "C", "O", "C", "C", "C", "C", "C", "C", "C", "C", "C", "O", "C", "C", "C", "C", "C", "C", "H", "H", "H", "H", "H", "H", "H", "H", "H", "H", "H", "H", "H", "H", "H", "H", "H", "H", "H", "H", "H", "H", "H", "H", "H", "H", "H", "H", "H", "H", "H", "H", "H", "H", "H", "H", "H", "H", "H", "H", "C", "O", "C", "C", "O", "C", "H", "H", "H", "H", "H", "H", "H", "H", "H", "H", "Cl", "C", "H", "H", "O", "N", "C", "P", "C", "C", "O", "H", "H", "H", "H", "H", "H", "H", "H", "H"], "positions_angstrom": [[1.29, 1.43, 0.21], [-2.87, -4.32, -3.23], [-1.91, -3.35, -3.94], [-0.94, -4.15, -4.82], [-2.74, -2.44, -4.84], [-1.12, -2.55, -2.90], [-1.11, -1.17, -2.85], [-0.35, -0.53, -1.88], [-0.40, 1.35, -1.68], [-1.86, 1.49, -0.44], [-3.16, 1.51, -0.92], [-4.21, 1.62, -0.03], [-3.89, 1.74, 1.32], [-2.59, 1.73, 1.84], [-1.54, 1.56, 0.92], [-0.27, 1.44, 1.31], [-2.44, 1.89, 3.36], [-3.10, 0.67, 4.04], [-1.00, 1.98, 3.86], [-3.16, 3.17, 3.81], [-5.68, 1.58, -0.46], [-6.35, 0.34, 0.16], [-5.82, 1.48, -1.98], [-6.40, 2.84, 0.02], [0.45, -1.20, -0.96], [1.20, -0.47, -0.12], [0.41, -2.62, -0.96], [-0.36, -3.23, -1.94], [1.14, -3.45, 0.09], [0.62, -3.05, 1.48], [2.66, -3.24, -0.02], [0.89, -4.95, -0.07], [-3.49, -4.84, -3.96], [-3.52, -3.78, -2.54], [-2.33, -5.07, -2.66], [-1.49, -4.75, -5.54], [-0.33, -4.83, -4.22], [-0.27, -3.48, -5.36], [-3.29, -3.04, -5.57], [-2.11, -1.74, -5.40], [-3.47, -1.86, -4.27], [-1.70, -0.58, -3.54], [-3.33, 1.45, -1.99], [-4.70, 1.84, 2.03], [-2.63, -0.25, 3.71], [-4.16, 0.61, 3.82], [-2.98, 0.74, 5.13], [-0.42, 1.09, 3.62], [-1.02, 2.10, 4.95], [-0.48, 2.84, 3.43], [-4.22, 3.16, 3.58], [-2.72, 4.04, 3.32], [-3.05, 3.30, 4.89], [-5.85, -0.57, -0.16], [-7.40, 0.28, -0.15], [-6.32, 0.38, 1.25], [-5.38, 0.57, -2.37], [-5.35, 2.33, -2.48], [-6.88, 1.48, -2.25], [-6.40, 2.92, 1.10], [-7.44, 2.83, -0.32], [-5.92, 3.74, -0.38], [-0.39, -4.31, -1.95], [0.75, -1.99, 1.67], [1.14, -3.62, 2.26], [-0.45, -3.27, 1.55], [2.93, -2.19, 0.09], [3.01, -3.57, -1.00], [3.17, -3.82, 0.74], [-0.16, -5.21, 0.02], [1.43, -5.48, 0.72], [1.26, -5.33, -1.03], [2.98, -0.41, 2.28], [2.18, 0.78, 2.31], [2.73, 1.66, 3.32], [3.83, 2.57, 2.82], [3.26, 3.67, 2.16], [4.25, 4.58, 1.72], [2.95, -0.88, 3.27], [4.00, -0.18, 1.99], [2.53, -1.07, 1.56], [3.14, 1.04, 4.12], [1.89, 2.24, 3.71], [4.49, 2.02, 2.14], [4.42, 2.91, 3.68], [4.81, 4.99, 2.57], [3.74, 5.40, 1.21], [4.95, 4.10, 1.04], [-0.11, 4.37, -0.86], [1.20, 3.57, 0.10], [1.00, 3.80, 1.14], [2.11, 4.04, -0.26], [3.27, 2.13, -1.83], [2.62, 1.73, -0.95], [6.82, -1.11, -0.06], [5.76, 0.17, -0.76], [4.61, -0.71, -1.85], [6.82, 1.13, -1.85], [5.10, 1.00, 0.29], [7.38, -1.64, -0.83], [6.20, -1.83, 0.48], [7.51, -0.65, 0.64], [4.94, -1.73, -2.03], [4.52, -0.19, -2.81], [3.62, -0.73, -1.38], [7.30, 0.49, -2.59], [7.58, 1.63, -1.25], [6.21, 1.88, -2.35]], "lowdin_spin": [-0.0770, 0.0002, 0.0005, 0.0003, 0.0000, 0.0045, -0.0002, 0.0059, 0.0015, 0.0043, 0.0001, 0.0046, -0.0009, 0.0038, -0.0029, 0.0092, 0.0003, 0.0003, -0.0003, 0.0002, 0.0005, 0.0002, 0.0000, 0.0002, 0.0023, 0.0428, 0.0035, -0.0008, 0.0005, 0.0005, 0.0002, 0.0000, 0.0000, 0.0000, 0.0000, 0.0000, 0.0000, 0.0000, 0.0000, 0.0000, 0.0000, -0.0001, -0.0002, -0.0001, 0.0000, 0.0000, 0.0000, -0.0001, -0.0001, 0.0001, 0.0000, 0.0000, 0.0000, 0.0000, 0.0000, 0.0000, 0.0000, 0.0000, 0.0000, 0.0000, 0.0000, 0.0000, -0.0001, 0.0002, 0.0000, 0.0000, -0.0001, 0.0000, 0.0000, 0.0000, 0.0000, 0.0000, -0.0001, -0.0009, -0.0001, 0.0002, 0.0014, 0.0001, 0.0001, 0.0000, -0.0001, 0.0000, 0.0000, 0.0001, 0.0000, 0.0000, 0.0000, 0.0000, 0.0066, -0.0212, -0.0011, 0.0015, 0.4721, 0.5303, 0.0001, 0.0005, 0.0007, 0.0005, 0.0047, 0.0000, 0.0000, 0.0000, -0.0001, 0.0002, 0.0001, 0.0000, 0.0000, 0.0001], "s_squared": 1.106, "mol_weight_g_mol": 800.216, "total_energy_ha": -6061.52507, "de_lowest_kcal_mol": 15.1, "total_charge": 0, "spin_multiplicity": 2}

Record 2
{"formula": "C36H61ClNO6PSeV", "method": "ωB97M-V/def2-TZVPD", "species": ["V", "C", "C", "C", "C", "C", "C", "C", "Se", "C", "C", "C", "C", "C", "C", "O", "C", "C", "C", "C", "C", "C", "C", "C", "C", "O", "C", "C", "C", "C", "C", "C", "H", "H", "H", "H", "H", "H", "H", "H", "H", "H", "H", "H", "H", "H", "H", "H", "H", "H", "H", "H", "H", "H", "H", "H", "H", "H", "H", "H", "H", "H", "H", "H", "H", "H", "H", "H", "H", "H", "H", "H", "C", "O", "C", "C", "O", "C", "H", "H", "H", "H", "H", "H", "H", "H", "H", "H", "Cl", "C", "H", "H", "O", "N", "C", "P", "C", "C", "O", "H", "H", "H", "H", "H", "H", "H", "H", "H"], "positions_angstrom": [[0.52, -0.64, -1.71], [-5.43, 3.26, 1.15], [-4.25, 4.12, 0.69], [-4.78, 5.21, -0.26], [-3.64, 4.79, 1.93], [-3.21, 3.29, -0.05], [-3.51, 2.06, -0.62], [-2.54, 1.36, -1.32], [-1.07, -1.98, -0.48], [-0.32, -1.47, 1.18], [-0.92, -1.76, 2.40], [-0.29, -1.42, 3.59], [0.97, -0.84, 3.51], [1.62, -0.55, 2.31], [0.92, -0.83, 1.12], [1.42, -0.53, -0.11], [3.06, -0.03, 2.31], [3.15, 1.33, 1.60], [3.96, -1.04, 1.60], [3.60, 0.16, 3.72], [-0.99, -1.70, 4.92], [-0.13, -1.32, 6.12], [-1.33, -3.19, 5.03], [-2.29, -0.89, 4.98], [-1.19, 1.79, -1.38], [-0.26, 0.97, -1.88], [-0.89, 3.07, -0.89], [-1.92, 3.76, -0.24], [0.45, 3.81, -1.00], [0.93, 4.19, 0.41], [1.59, 3.05, -1.69], [0.21, 5.10, -1.81], [-6.12, 3.86, 1.74], [-5.09, 2.42, 1.77], [-6.00, 2.86, 0.31], [-5.53, 5.82, 0.24], [-5.23, 4.76, -1.15], [-3.96, 5.86, -0.59], [-4.42, 5.32, 2.48], [-2.87, 5.52, 1.67], [-3.20, 4.05, 2.59], [-4.49, 1.62, -0.58], [-1.89, -2.25, 2.40], [1.48, -0.61, 4.43], [2.81, 1.27, 0.57], [4.18, 1.68, 1.60], [2.55, 2.07, 2.14], [3.65, -1.23, 0.58], [3.96, -1.99, 2.14], [4.99, -0.67, 1.58], [3.03, 0.90, 4.29], [4.63, 0.52, 3.66], [3.61, -0.77, 4.29], [0.81, -1.87, 6.14], [-0.67, -1.54, 7.04], [0.10, -0.25, 6.12], [-0.42, -3.80, 4.97], [-2.00, -3.52, 4.23], [-1.82, -3.40, 5.98], [-2.08, 0.18, 4.91], [-2.82, -1.08, 5.91], [-2.96, -1.14, 4.15], [-1.67, 4.74, 0.15], [1.04, 3.30, 1.03], [0.25, 4.88, 0.91], [1.91, 4.68, 0.35], [1.87, 2.15, -1.15], [2.47, 3.70, -1.72], [1.34, 2.78, -2.71], [-0.54, 5.74, -1.35], [-0.12, 4.86, -2.82], [1.14, 5.66, -1.88], [0.26, -5.40, -2.67], [1.01, -4.50, -1.91], [1.97, -5.13, -1.09], [2.62, -4.06, -0.23], [3.43, -3.18, -0.99], [4.73, -3.66, -1.23], [-0.22, -6.16, -2.04], [0.87, -5.92, -3.42], [-0.52, -4.83, -3.18], [2.71, -5.67, -1.69], [1.47, -5.86, -0.43], [3.21, -4.54, 0.56], [1.84, -3.45, 0.23], [5.25, -3.88, -0.30], [5.26, -2.87, -1.76], [4.73, -4.57, -1.86], [3.78, 0.11, -2.04], [2.36, -0.73, -2.71], [2.60, -1.79, -2.79], [2.20, -0.32, -3.71], [-2.49, -0.09, -3.00], [-3.08, 0.24, -2.01], [-0.58, -0.04, -5.44], [-0.52, -1.68, -4.74], [0.61, -2.65, -5.73], [-2.14, -2.44, -4.89], [-0.06, -1.67, -3.30], [-1.04, -0.05, -6.43], [0.43, 0.37, -5.50], [-1.18, 0.58, -4.76], [0.32, -2.64, -6.78], [0.61, -3.68, -5.37], [1.61, -2.24, -5.62], [-2.28, -2.86, -5.89], [-2.92, -1.71, -4.67], [-2.20, -3.24, -4.15]], "lowdin_spin": [1.1403, 0.0000, -0.0002, -0.0002, -0.0001, -0.0020, 0.0002, -0.0021, -0.0716, -0.0041, -0.0009, -0.0034, -0.0009, -0.0035, 0.0063, 0.0066, -0.0001, 0.0001, 0.0001, 0.0000, -0.0004, 0.0000, -0.0001, -0.0002, 0.0006, -0.0232, -0.0026, 0.0007, -0.0002, -0.0001, 0.0003, -0.0001, 0.0000, 0.0000, 0.0000, 0.0000, 0.0000, 0.0000, 0.0000, 0.0000, 0.0000, 0.0000, -0.0004, 0.0000, 0.0000, 0.0000, 0.0000, 0.0001, 0.0000, 0.0000, 0.0000, 0.0000, 0.0000, 0.0000, 0.0000, 0.0000, 0.0000, 0.0000, 0.0000, 0.0000, 0.0000, 0.0000, 0.0000, 0.0000, 0.0000, 0.0000, 0.0002, 0.0000, 0.0000, 0.0000, 0.0000, 0.0000, 0.0000, -0.0003, 0.0000, 0.0000, 0.0002, 0.0000, 0.0000, 0.0000, 0.0000, 0.0000, 0.0000, 0.0000, 0.0000, 0.0000, 0.0000, 0.0000, -0.0065, -0.0499, -0.0019, -0.0025, -0.0006, -0.0003, 0.0002, 0.0043, 0.0010, 0.0007, 0.0163, 0.0000, 0.0000, 0.0000, 0.0002, 0.0000, 0.0000, 0.0001, 0.0000, 0.0000], "s_squared": 0.789, "mol_weight_g_mol": 800.216, "total_energy_ha": -6061.54906, "de_lowest_kcal_mol": 0.0, "total_charge": 0, "spin_multiplicity": 2}

The F_max results, record by record, are as follows: 0.020 0.020 hartree/bohr.